Version a
C38H32BaCl3GeN3O2S6 | wB97M-V/def2-TZVPD

Its total charge is -1. As for the multiplicity: 2. The highest occupied orbital energy (alpha / beta) is -4.32 / -4.33 eV. The HOMO-LUMO gap (alpha / beta) is 0.2232 / 0.1939 Eh. The LUMO energy (alpha / beta) is 1.749 / 0.950 eV.

Geometry (Å):
Ba -0.0825 -0.4050 -0.5602
C 3.1655 1.6884 -3.5865
C 2.0974 0.9813 -3.0104
N 1.6476 1.2248 -1.8039
C 2.1741 2.2240 -1.0632
C 3.2139 3.0315 -1.5879
C 3.7170 2.7057 -2.8660
C 3.6730 4.1610 -0.8811
C 3.0391 4.4918 0.2856
C 2.0424 3.6950 0.8408
C 1.6317 2.4822 0.2759
N 0.7391 1.6095 0.7891
C 0.3206 1.6601 2.0986
C 1.0505 2.1468 3.1758
C 0.5213 2.2301 4.4688
C -0.7566 1.8419 4.7459
C -1.5220 1.2412 3.7212
C -2.8211 0.7403 3.9509
C -3.4805 0.0636 2.9674
C -2.8066 -0.1588 1.7555
N -1.6232 0.3386 1.5000
C -0.9714 1.0762 2.4319
H 3.5098 1.4390 -4.5793
H 1.5965 0.1999 -3.5601
H 4.5242 3.3010 -3.2727
H 4.4654 4.7659 -1.2943
H 3.3188 5.3969 0.8094
H 1.5814 4.0263 1.7572
H 2.0650 2.4768 3.0166
H 1.1459 2.6310 5.2557
H -1.1782 1.9389 5.7357
H -3.2708 0.8855 4.9248
H -4.4708 -0.3386 3.1173
H -3.2661 -0.7537 0.9756
S -7.9272 0.6120 -3.7356
C -6.3252 0.4809 -3.3832
S -5.2943 -0.7278 -4.0565
C -3.7914 -0.2864 -3.2645
C -3.8842 0.8260 -2.4041
S -2.6616 1.5320 -1.5122
S -5.4919 1.5294 -2.2956
S -2.4231 -1.1837 -3.5922
Cl 2.4634 -3.4271 3.3241
Ge 0.9484 -1.7727 2.8077
Cl -0.5765 -2.2799 4.3956
Cl -0.1834 -2.9997 1.0478
O 0.4135 -1.7963 -2.4274
S 1.0813 -3.1240 -2.5892
C 2.2690 -2.9182 -3.9599
C 1.6815 -2.7477 -5.3277
C 0.7077 -1.7886 -5.5941
C 0.1504 -1.6961 -6.8574
C 0.5657 -2.5436 -7.8708
C 1.5352 -3.4966 -7.6148
C 2.0843 -3.6021 -6.3481
C -0.1638 -4.2198 -3.3282
C 0.2382 -5.6337 -3.0763
C 0.2797 -6.1217 -1.7761
C 0.6797 -7.4235 -1.5371
C 1.0443 -8.2472 -2.5910
C 1.0107 -7.7640 -3.8889
C 0.6127 -6.4579 -4.1305
H 2.9309 -3.7841 -3.9204
H 2.8367 -2.0448 -3.6316
H 0.3438 -1.1480 -4.8079
H -0.6230 -0.9668 -7.0367
H 0.1268 -2.4678 -8.8552
H 1.8598 -4.1667 -8.3986
H 2.8294 -4.3594 -6.1458
H -0.2886 -4.0007 -4.3868
H -1.0777 -3.9324 -2.8084
H 0.0061 -5.4791 -0.9501
H 0.7078 -7.7934 -0.5237
H 1.3548 -9.2645 -2.3993
H 1.2923 -8.4022 -4.7143
H 0.5823 -6.0750 -5.1421
C 3.8424 -2.9782 0.1194
C 3.5566 -1.5190 0.1205
C 4.6998 -0.5520 0.3219
O 2.4279 -1.1113 -0.0282
H 4.7739 -3.1887 -0.3979
H 3.0048 -3.5355 -0.3022
H 3.9558 -3.2828 1.1684
H 5.6158 -1.0353 0.6504
H 4.3905 0.2073 1.0372
H 4.8810 -0.0463 -0.6258

Version b
C38H32BaCl3GeN3O2S6 | wB97M-V/def2-TZVPD

Its total charge is -1. As for the multiplicity: 2. The highest occupied orbital energy (alpha / beta) is -4.34 / -4.34 eV. The HOMO-LUMO gap (alpha / beta) is 0.2299 / 0.1974 Eh. The LUMO energy (alpha / beta) is 1.918 / 1.033 eV.

Geometry (Å):
Ba 0.2340 -0.1687 -0.5332
C 3.3422 3.2026 1.5186
C 2.8002 1.9635 1.1188
N 1.5112 1.7654 1.0586
C 0.6021 2.7457 1.3227
C 1.0817 4.0438 1.6225
C 2.4770 4.2306 1.7421
C 0.1763 5.1251 1.7574
C -1.1519 4.8896 1.5610
C -1.6540 3.5930 1.3294
C -0.8421 2.4686 1.2806
N -1.2744 1.1627 1.1555
C -2.4966 0.6931 1.5045
C -3.4640 1.3532 2.2695
C -4.7175 0.8020 2.5816
C -5.0945 -0.4470 2.1773
C -4.1407 -1.2291 1.4801
C -4.4025 -2.5790 1.1524
C -3.4418 -3.3706 0.5866
C -2.1927 -2.7848 0.3124
N -1.9477 -1.5235 0.5744
C -2.8622 -0.7054 1.1542
H 4.4137 3.3277 1.6017
H 3.4518 1.1290 0.8655
H 2.8454 5.2155 2.0078
H 0.5578 6.1173 1.9733
H -1.8601 5.7097 1.5965
H -2.7151 3.4917 1.1643
H -3.2514 2.3341 2.6648
H -5.4014 1.4073 3.1682
H -6.0667 -0.8687 2.4080
H -5.3787 -2.9845 1.3951
H -3.6173 -4.4160 0.3674
H -1.3700 -3.3733 -0.0967
S -0.6056 6.4255 -5.9248
C -0.4904 5.2091 -4.8135
S 0.9953 4.4576 -4.3765
C 0.3910 3.2538 -3.2579
C -1.0134 3.2659 -3.0812
S -1.9230 2.2792 -2.1018
S -1.8436 4.4871 -4.0396
S 1.5251 2.2516 -2.5358
Cl 2.4691 -2.8308 2.9866
Ge 2.3145 -2.2522 0.8308
Cl 1.7106 -4.2735 -0.1519
Cl 4.5521 -2.1310 0.4243
O -1.0341 -0.8593 -2.5739
S -0.6765 -2.2482 -3.0801
C 0.0930 -1.9039 -4.6759
C 0.8042 -3.0807 -5.3082
C 1.3541 -4.1094 -4.5448
C 2.0075 -5.1662 -5.1668
C 2.1324 -5.2004 -6.5487
C 1.6005 -4.1696 -7.3121
C 0.9375 -3.1181 -6.6945
C -2.2686 -2.9456 -3.5796
C -2.0731 -4.3466 -4.1005
C -2.1367 -4.6248 -5.4610
C -1.8673 -5.9052 -5.9263
C -1.5343 -6.9139 -5.0333
C -1.4764 -6.6441 -3.6720
C -1.7460 -5.3656 -3.2075
H 0.7941 -1.1048 -4.4250
H -0.6741 -1.4762 -5.3240
H 1.2855 -4.0912 -3.4601
H 2.4231 -5.9632 -4.5595
H 2.6439 -6.0259 -7.0307
H 1.6992 -4.1873 -8.3922
H 0.5142 -2.3186 -7.2961
H -2.7451 -2.2664 -4.2892
H -2.8528 -2.9362 -2.6567
H -2.3808 -3.8321 -6.1628
H -1.9067 -6.1135 -6.9892
H -1.3153 -7.9107 -5.3974
H -1.2110 -7.4244 -2.9685
H -1.6774 -5.1474 -2.1442
C 4.1074 -2.8477 -2.9721
C 3.4628 -1.5108 -2.7314
C 4.2998 -0.2839 -2.9470
O 2.3022 -1.4365 -2.3631
H 5.1134 -2.8604 -2.5488
H 4.1938 -2.9992 -4.0551
H 3.5034 -3.6349 -2.5244
H 4.9688 -0.4102 -3.8017
H 4.9282 -0.1683 -2.0557
H 3.6735 0.5985 -3.0666

Short version: version b is the most stable of them.

Version a
CH5NOS | wB97M-V/def2-TZVPD

As for the SMILES: N=S.CO. The highest occupied orbital energy (alpha / beta) is -8.55 / -8.54 eV. The HOMO-LUMO gap (alpha / beta) is 0.2738 / 0.2739 Eh. The LUMO energy (alpha / beta) is -1.095 / -1.092 eV.

Geometry (Å):
C 0.9889 -0.5500 -0.1586
N -2.1580 1.0874 2.9030
O 0.9372 0.8063 -0.4985
S -2.7037 -0.3175 3.1892
H 2.0130 -1.0427 -0.4046
H 0.7732 -0.8083 0.9279
H 0.3005 -1.2127 -0.8827
H -2.2153 1.7890 3.6388
H 1.0612 0.8634 -1.4143

Version b
CH5NOS | wB97M-V/def2-TZVPD

As for the SMILES: NC=O.S. The highest occupied orbital energy is -9.79 eV. The HOMO-LUMO gap is 0.3807 Eh. The LUMO energy is 0.572 eV.

Geometry (Å):
S 1.1648 -0.3133 -1.9725
H 1.1734 0.9518 -2.6605
H 0.2997 -0.8543 -2.8514
C -0.5653 0.6355 1.4419
N -0.2866 -0.6922 1.2317
O -1.6793 1.1039 1.1940
H 0.1381 1.3635 1.7701
H -0.9119 -1.3582 0.9320
H 0.6673 -0.8366 0.9148

Version c
CH5NOS | wB97M-V/def2-TZVPD

As for the SMILES: C[S@H](=N)=O. The highest occupied orbital energy is -8.75 eV. The HOMO-LUMO gap is 0.3244 Eh. The LUMO energy is 0.073 eV.

Geometry (Å):
C -0.3360 -0.4238 -0.6771
N 1.8898 0.2204 1.8645
O -0.2346 -1.9018 1.5558
S 0.0719 -0.5771 1.1113
H 0.4059 -0.9642 -1.2531
H -1.3146 -0.8667 -0.8133
H -0.3339 0.6275 -0.9403
H 1.9008 1.0760 1.3125
H -0.9918 0.2515 1.5719

Short version: version b is the most stable of them.

Version a
C4HO4 | wB97M-V/def2-TZVPD

Its total charge is -1. The highest occupied orbital energy is -3.91 eV. The HOMO-LUMO gap is 0.2968 Eh. The LUMO energy is 4.169 eV.

Geometry (Å):
C 0.6221 -0.6023 0.0662
C 1.0948 0.7318 -0.1859
C -0.4726 -0.9714 -0.8183
C -0.4101 0.0757 0.9590
O 1.9391 1.1708 -0.9236
O -0.8163 -1.4312 -1.8834
O 0.1790 1.3570 0.7884
O -1.4647 -0.3671 0.0479
H -0.6714 0.0367 1.9497

Version b
C4HO4 | wB97M-V/def2-TZVPD

Its total charge is -1. The highest occupied orbital energy (alpha / beta) is -4.70 / -4.70 eV. The HOMO-LUMO gap (alpha / beta) is 0.2846 / 0.2846 Eh. The LUMO energy (alpha / beta) is 3.045 / 3.047 eV.

Geometry (Å):
C 0.2657 -0.5990 -0.7303
C -0.3051 -1.2983 0.2194
C 1.9592 -1.5391 0.3195
C -1.7947 -1.4945 0.1347
O -2.2133 -2.6457 -0.0612
O 3.0512 -2.0273 0.5852
O -2.3832 -0.3958 0.1893
O 1.7008 -0.5777 -0.6258
H -0.2429 0.1029 -1.3105

Short version: version a is the most stable of them.

Version a
C3H4ClN | wB97M-V/def2-TZVPD

As for the SMILES: N#CCCCl. The highest occupied orbital energy is -11.01 eV. The HOMO-LUMO gap is 0.4280 Eh. The LUMO energy is 0.639 eV.

Geometry (Å):
C 0.1892 -0.3900 -1.4872
C -0.1754 0.6221 -0.4308
C -0.1426 -0.0975 1.0237
N 0.4724 -1.0581 -2.3889
Cl 1.4973 -0.7863 1.2822
H 0.3574 1.5109 -0.3393
H -1.1512 0.8182 -0.7006
H -0.7439 -1.0641 1.0984
H -0.3033 0.4448 1.9425

Version b
C3H4ClN | wB97M-V/def2-TZVPD

The highest occupied orbital energy (alpha / beta) is -7.86 / -8.64 eV. The HOMO-LUMO gap (alpha / beta) is 0.2720 / 0.2990 Eh. The LUMO energy (alpha / beta) is -0.455 / -0.504 eV.

Geometry (Å):
C -1.3566 -1.0401 0.0062
C 0.1049 -0.7234 -0.1614
C -0.1244 0.6583 0.2477
N -2.5540 -1.0113 0.0432
Cl -3.6598 0.4131 0.0640
H 0.7182 -1.2776 0.3944
H 0.2405 -0.7891 -1.2419
H -0.3904 1.3172 -0.5567
H -0.5705 1.0898 1.1538

Short version: version a is the most stable of them.